ORCA calculation (ωB97M-V with the def2-TZVPD basis set) on a single C4H7N3 molecule.

Last column: Mulliken charge in e.
Element x y z (Å)
N -2.73127 2.10240 1.35375  -0.371
N -1.35779 0.25432 -1.27330  -0.663
N 0.26864 0.79236 0.27842  -0.304
C 0.78193 -1.68788 0.20940  -0.998
C 1.05845 -0.28786 -0.33050  -0.474
C -1.01858 0.83435 -0.18728  0.654
C -1.96477 1.56799 0.66975  0.073
H 2.10070 0.01283 -0.19871  0.357
H -2.33880 0.32921 -1.49691  0.228
H -0.23827 -2.09511 0.07506  0.296
H 0.46954 1.08895 1.22932  0.262
H 0.98066 -1.72853 1.28348  0.284
H 0.85347 -0.23200 -1.40354  0.325
H 1.42926 -2.39898 -0.31351  0.332

Output
SMILES   [H]/N=C(\C#N)NCC
E   -320.86198 Eh
Largest force on an atom   1.27 eV/Å
Highest occupied orbital energy   -9.743 eV

=====

ORCA calculation (ωB97M-V with the def2-TZVPD basis set) on a 2-piece molecular cluster, C4H8N2 overall.

Last column: Mulliken charge in e.
Element x y z (Å)
N 0.62449 0.23607 0.78104  -0.655
N -2.69818 -1.71142 0.88729  -0.362
C 1.62443 -0.19184 0.09852  0.096
C -2.85208 -0.78981 0.25728  0.323
C -2.91220 0.39269 -0.58090  -0.730
C 3.13180 0.16785 0.18320  -0.852
H 1.23078 -1.16862 -0.49363  0.261
H -2.02704 0.92888 -0.22384  0.224
H 3.70162 -0.26935 0.95876  0.290
H -0.21386 -0.06677 0.88359  0.315
H 3.48058 1.28831 0.22531  0.265
H -2.89916 0.14994 -1.61614  0.251
H 3.52867 0.00339 -0.84425  0.261
H -3.71986 1.03066 -0.51623  0.314

Output
SMILES   [H]/N=C/C.CC#N
E   -266.61990 Eh
Largest force on an atom   10.90 eV/Å
Highest occupied orbital energy   -9.107 eV

=====

ORCA calculation (ωB97M-V with the def2-TZVPD basis set) on a 2-piece molecular cluster, C5H11O4 overall.

Last column: Mulliken spin population.
Element x y z (Å)
O 2.02877 -0.68048 -1.60660  -0.001
O 1.00486 0.35735 -1.53114  0.002
O -0.32284 2.33564 -1.27538  0.029
O -2.74755 0.22833 -0.94274  0.880
C -0.29368 -1.84127 0.11619  -0.005
C 0.98244 -0.80762 2.01797  -0.002
C 0.63318 0.47157 -0.15554  -0.005
C -0.53453 1.40288 -0.21322  0.139
C 0.43320 -0.79736 0.58697  0.009
H -0.75161 -1.86039 -0.86569  0.002
H -0.80030 1.92198 0.77689  -0.008
H 1.66891 -1.66622 2.17370  0.001
H 0.17317 -0.90926 2.75990  0.001
H -3.69593 0.20343 -1.23702  -0.028
H 1.43853 0.98601 0.38182  0.008
H -1.52504 0.87516 -0.49241  -0.020
H -0.81316 3.13159 -0.87060  -0.001
H 1.52116 0.14120 2.15256  -0.001
H -0.48706 -2.71724 0.78162  0.000
H 2.08750 -0.77530 -2.55728  0.000

Output
⟨S²⟩   0.7552
E   -497.78844 Eh
Largest force on an atom   3.60 eV/Å
Highest occupied orbital energy (spin up / spin down)   -9.108 / -9.061 eV
Multiplicity   2

=====

ORCA calculation (ωB97M-V with the def2-TZVPD basis set) on C54H46N6O4Pd as an isolated structure.

Last column: Mulliken spin population.
Element x y z (Å)
Pd -0.66273 -0.03613 -0.01788  0.015
O -0.87840 -6.51032 -6.43366  0.001
O -3.20165 5.98612 6.32854  0.003
O -2.85236 6.02402 -6.43457  0.001
O -0.88199 -6.47167 6.28569  0.001
N -0.30679 -2.04810 0.03842  0.002
N -0.73020 -0.09747 -2.10929  0.237
N -0.75964 -0.02728 2.04270  0.176
N -1.31143 1.87453 -0.06028  0.120
N 5.05988 -0.13214 -0.73077  0.000
N 7.43729 -0.11561 -0.00085  0.000
C -0.87808 0.97012 -2.90103  0.117
C -0.40409 -2.51616 -2.39625  0.086
C -0.52129 -0.78406 -4.26489  0.021
C -2.12321 -6.77611 6.90576  0.000
C -2.22034 3.82095 0.48674  0.033
C -0.27179 -0.54186 4.26250  -0.020
C -0.22682 -2.93196 -0.98364  0.170
C -4.09070 5.86797 -7.08890  0.000
C -1.57362 -3.60742 4.14714  0.028
C 0.62714 -4.34410 -3.82407  0.039
C -1.62747 3.20528 -3.58729  0.036
C -0.71231 0.52915 -4.27311  -0.039
C 7.72594 1.92397 1.35920  0.000
C -0.34071 -1.05838 2.85126  -0.002
C -0.34114 -3.38584 3.59047  0.045
C -1.88435 -4.78931 -5.06175  0.003
C -2.84499 5.02868 5.42533  0.017
C 0.47194 -5.29558 4.75492  -0.004
C 8.62937 1.80708 -1.00941  0.000
C -1.44761 2.31938 2.29404  0.090
C -1.45729 4.61570 3.50434  0.040
C -2.81780 2.89926 4.32037  0.027
C 0.49463 -5.38613 -4.81463  -0.002
C 6.18626 -0.08225 -0.45740  0.000
C -1.82980 -4.64987 5.02920  -0.001
C -1.52455 2.56981 -1.22150  0.113
C -3.32012 3.72689 5.34453  -0.006
C -1.27876 2.25521 -2.53279  0.020
C -2.18482 3.84864 -0.87739  0.103
C -1.68818 -3.80235 -4.06766  0.018
C -0.03005 -4.24276 -0.58541  0.014
C -3.15327 3.82077 -5.32485  -0.001
C -1.37007 5.29118 -4.82166  0.002
C -2.49187 5.03074 -5.55664  0.004
C -1.62101 2.67694 1.01655  0.151
C -0.18538 -2.80754 1.14662  0.037
C -4.01916 5.50496 7.41224  0.001
C 7.63029 0.42803 1.36702  0.000
C -0.92921 1.07625 2.76632  0.026
C -0.08728 -4.17364 0.80679  0.117
C -0.75506 -5.54103 -5.43853  0.005
C -2.76701 2.95907 -4.34098  0.039
C -0.24965 -2.37296 2.47431  0.075
C 8.54494 0.28610 -0.90142  0.000
C -1.91956 3.30086 3.36841  0.016
C -0.48888 -1.26170 -2.87442  -0.080
C -0.65424 0.76106 4.15777  0.010
C -0.77804 -5.48108 5.35043  0.003
C -0.91371 4.35612 -3.89174  0.024
C 8.82387 2.44810 0.37613  0.000
C -0.49193 -3.61801 -3.38811  0.053
C 0.70963 -4.27044 3.88382  0.023
C -2.06873 -6.63296 -7.20415  0.000
C -1.90221 5.47293 4.47414  -0.006
H -2.59352 4.52707 -1.63793  0.008
H -4.89648 5.78207 -6.33464  0.000
H 1.41832 -5.93204 -5.10655  0.000
H -0.79158 4.93333 2.71817  -0.002
H 7.90654 2.25505 2.37774  0.000
H -2.39698 -2.91018 3.87040  -0.007
H -2.55177 -3.25307 -3.73105  -0.008
H -0.13042 -1.21558 5.05858  0.000
H -2.69781 4.59705 1.02194  0.000
H -2.83956 -7.20155 6.21492  0.000
H -1.89012 -7.51257 7.69570  0.000
H -4.13410 3.43059 6.03520  -0.001
H 8.59727 -0.02291 1.66949  0.000
H -0.34825 -1.56848 -5.02453  0.001
H -1.52924 6.49886 4.54222  0.000
H 6.80739 2.36029 1.03343  0.000
H 1.62869 -4.16004 3.34579  0.000
H -4.09805 6.30675 8.13670  0.000
H -2.88243 -4.93389 -5.49566  0.000
H 9.82982 2.13149 0.70919  0.000
H -1.83232 -7.42989 -7.87629  0.000
H -4.17976 5.06607 -7.81014  0.000
H 8.74858 3.50888 0.29893  0.000
H 8.31522 -0.12140 -1.83068  0.000
H -0.78523 1.34455 5.09154  0.003
H -0.72513 1.24121 -5.08842  -0.001
H 9.44068 -0.17196 -0.43943  0.000
H 1.25569 -5.97085 5.12898  0.000
H 9.47276 2.12898 -1.63578  0.000
H -3.19400 1.87093 4.28040  0.002
H -0.02565 -5.01629 1.45430  0.009
H -4.04510 3.57252 -5.89918  0.000
H 1.61761 -4.27800 -3.36133  -0.001
H -2.92925 -6.93299 -6.57780  0.000
H 7.74038 2.19857 -1.53677  0.000
H 0.09972 -5.12820 -1.21664  0.000
H -2.77608 -4.76171 5.52094  0.000
H -4.24675 6.80383 -7.65089  0.000
H 0.01198 4.64568 -3.38296  -0.004
H 6.82286 -0.03734 1.97225  0.000
H -3.46931 4.68602 7.85324  -0.001
H -0.76555 6.18487 -4.93226  0.001
H -4.98756 5.14114 7.00480  0.000
H -3.36317 2.06289 -4.17766  -0.004
H -2.61953 -5.92855 7.36911  0.000
H -2.25865 -5.68483 -7.75217  0.000

Output
⟨S²⟩   2.1162
E   -2842.59241 Eh
Largest force on an atom   5.55 eV/Å
Highest occupied orbital energy (spin up / spin down)   -4.958 / -7.045 eV
Multiplicity   3

=====

ORCA calculation (ωB97M-V with the def2-TZVPD basis set) on a 2-piece molecular cluster, C3H7NO2 overall.

Last column: Mulliken charge in e.
Element x y z (Å)
O -0.55914 -1.47553 -0.55587  -0.566
O -0.89686 0.65851 0.14012  -0.465
N -2.65625 -0.57072 -0.44044  -0.431
C 1.90439 0.49867 -0.83420  -0.626
C -1.30144 -0.54666 -0.29848  0.722
C 2.18150 0.05318 0.38983  -0.415
H 2.12780 1.51598 -1.14587  0.243
H 1.39777 -0.14480 -1.54993  0.324
H -3.07864 -1.48000 -0.52344  0.250
H 2.66193 0.67880 1.13819  0.263
H 1.91285 -0.95999 0.68036  0.276
H 0.07793 0.61699 0.19698  0.202
H -3.18801 0.16689 -0.00761  0.224

Output
SMILES   NC(=O)O.C=C
E   -323.75118 Eh
Largest force on an atom   0.51 eV/Å
Highest occupied orbital energy   -10.279 eV

=====

ORCA calculation (ωB97M-V with the def2-TZVPD basis set) on a 2-piece molecular cluster, C2H3IO overall.

Last column: Mulliken charge in e.
Element x y z (Å)
I -1.17602 -0.23846 -2.24587  0.137
O -0.70639 -1.01525 0.58601  -0.294
C -0.24245 0.25209 0.81122  -0.162
C -0.16046 -0.40447 -0.51656  -0.145
H 0.65944 0.40584 1.30845  0.198
H -0.91360 1.01207 1.09793  0.246
H 2.53949 -0.01182 -1.04118  0.020

Output
E   -450.70506 Eh
Largest force on an atom   2.38 eV/Å
Highest occupied orbital energy (spin up / spin down)   -9.893 / -8.438 eV

=====

- The highest E belongs to which entry?
  C4H8N2

=====

Repeat the first record exactly.
ORCA calculation (ωB97M-V with the def2-TZVPD basis set) on a single C4H7N3 molecule.

Last column: Mulliken charge in e.
Element x y z (Å)
N -2.73127 2.10240 1.35375  -0.371
N -1.35779 0.25432 -1.27330  -0.663
N 0.26864 0.79236 0.27842  -0.304
C 0.78193 -1.68788 0.20940  -0.998
C 1.05845 -0.28786 -0.33050  -0.474
C -1.01858 0.83435 -0.18728  0.654
C -1.96477 1.56799 0.66975  0.073
H 2.10070 0.01283 -0.19871  0.357
H -2.33880 0.32921 -1.49691  0.228
H -0.23827 -2.09511 0.07506  0.296
H 0.46954 1.08895 1.22932  0.262
H 0.98066 -1.72853 1.28348  0.284
H 0.85347 -0.23200 -1.40354  0.325
H 1.42926 -2.39898 -0.31351  0.332

Output
SMILES   [H]/N=C(\C#N)NCC
E   -320.86198 Eh
Largest force on an atom   1.27 eV/Å
Highest occupied orbital energy   -9.743 eV

=====

- Among the records above, which one has the lowest E?
  C54H46N6O4Pd